Entry a
8
Properties=species:S:1:pos:R:3 method="wB97M-V/def2-TZVPD" homo_lumo_gap_ha="0.29767 / 0.30585" homo_ev="-8.063 / -8.580"
C -0.2187 0.1118 -0.5965
C 0.0759 -1.2286 1.5735
Br 0.2318 -2.9212 0.8879
I -1.3973 -0.8347 2.9630
H -0.7844 -0.5416 -1.3275
H -0.8257 0.7518 0.0698
H 0.8586 0.2374 -0.8563
H 0.9916 -0.5437 1.5333

***

Entry b
8
Properties=species:S:1:pos:R:3 method="wB97M-V/def2-TZVPD" homo_lumo_gap_ha=0.35464 homo_ev=-9.609
C -0.7423 -0.3109 -0.3230
C 0.5394 0.2460 0.3217
Br 0.9872 2.0967 -0.0630
I 2.2589 -1.0938 -0.0140
H -0.6766 -0.5882 -1.4289
H -1.1347 -0.9732 0.5004
H -1.5677 0.5229 -0.3726
H 0.3357 0.1005 1.3794

***

The relative energies come out as entry a 76.5; entry b 0.0, with values in kcal/mol.